1.
Computed, not measured: a single C5H9NO2 molecule, with wB97M-V/def2-TZVPD.

Output
E_LUMO, eV: 0.855
Structure (SMILES): C=C1[C@H](C)O[C@]1(N)O
Electronic energy, eV: -10914.2924
Orbital gap, eV: 9.8484
ΔE to the lowest compared entry with this formula, charge and spin, kcal per mole: 52.65

Each atom is followed by the atoms it is bonded to, with distances in Å.
Positions of all 17 atoms, in Å:
1 C 1.77 -0.14 -0.89  C2 1.332, H9 1.086, H10 1.086
2 C 0.54 -0.14 -0.38  C1 1.332, C3 1.465, C6 1.638
3 C -0.64 0.73 -0.45  C2 1.465, C4 1.506, O5 1.590, H11 1.094
4 C -0.54 2.16 0.03  C3 1.506, H12 1.096, H13 1.093, H14 1.093
5 O -1.29 -0.13 0.72  C3 1.590, C6 1.387
6 C -0.29 -1.09 0.66  C2 1.638, O5 1.387, N7 1.410, O8 1.394
7 N -0.69 -2.30 0.05  C6 1.410, H15 1.013, H16 1.011
8 O 0.39 -1.33 1.85  C6 1.394, H17 0.969
9 H 2.12 0.64 -1.57  C1 1.086
10 H 2.48 -0.92 -0.60  C1 1.086
11 H -1.30 0.60 -1.31  C3 1.094
12 H -0.19 2.79 -0.80  C4 1.096
13 H 0.16 2.26 0.86  C4 1.093
14 H -1.52 2.53 0.35  C4 1.093
15 H 0.09 -2.92 -0.14  N7 1.013
16 H -1.23 -2.17 -0.78  N7 1.011
17 H 0.12 -0.58 2.40  O8 0.969

Atomic partial charges in e from the Löwdin method, atoms 1 to 4: number 1, C, carries 0.07; number 2, C, carries -0.17; number 3, C, carries -0.23; number 4, C, carries -0.04

---

2.
Computed, not measured: a 13-piece molecular cluster, C16H58N8O13 overall, with wB97M-V/def2-TZVPD.

Output
E_LUMO, eV: -0.051
Electronic energy, eV: -56066.1919
Orbital gap, eV: 8.6188
ΔE to the lowest compared entry with this formula, charge and spin, kcal per mole: 2.57

Each atom is followed by the atoms it is bonded to, with distances in Å.
Positions of all 95 atoms, in Å:
1 C -4.49 -0.72 1.78  C2 1.549, H4 1.136, H5 1.116, H6 1.111
2 C -3.77 -2.09 1.62  C1 1.549, O3 1.364, H7 1.076, H8 1.105
3 O -3.05 -2.43 2.72  C2 1.364, H9 0.987
4 H -3.77 0.11 2.08  C1 1.136
5 H -5.21 -0.71 2.63  C1 1.116
6 H -5.01 -0.45 0.84  C1 1.111
7 H -3.09 -2.07 0.79  C2 1.076
8 H -4.47 -2.90 1.35  C2 1.105
9 H -2.36 -3.08 2.44  O3 0.987
10 C -0.16 2.96 -3.62  C11 1.519, H13 1.074, H14 1.089, H15 1.071
11 C -0.99 2.01 -2.77  C10 1.519, O12 1.406, H16 1.130, H17 1.056
12 O -1.90 1.49 -3.71  C11 1.406, H18 0.989
13 H -0.78 3.52 -4.29  C10 1.074
14 H 0.55 2.38 -4.21  C10 1.089
15 H 0.40 3.50 -2.89  C10 1.071
16 H -1.55 2.50 -1.92  C11 1.130
17 H -0.50 1.24 -2.25  C11 1.056
18 H -2.44 0.89 -3.13  O12 0.989
19 C 1.96 -0.06 -2.97  C20 1.531, H22 1.100, H23 1.121, H24 1.145
20 C 1.12 -0.37 -4.21  C19 1.531, O21 1.396, H25 1.063, H26 1.138
21 O 1.45 -1.70 -4.50  C20 1.396, H27 0.946
22 H 2.99 -0.46 -2.98  C19 1.100
23 H 1.50 -0.60 -2.10  C19 1.121
24 H 2.06 1.04 -2.69  C19 1.145
25 H 1.31 0.31 -5.00  C20 1.063
26 H 0.02 -0.26 -3.95  C20 1.138
27 H 1.03 -2.24 -3.85  O21 0.946
28 C -0.67 0.78 4.03  O29 1.381, N30 1.304, N31 1.278
29 O -1.45 -0.16 3.38  C28 1.381
30 N -0.24 0.70 5.26  C28 1.304, H32 1.081, H33 1.030
31 N -0.23 1.85 3.50  C28 1.278, H34 1.065, H35 0.999
32 H -0.69 -0.07 5.87  N30 1.081
33 H 0.12 1.51 5.79  N30 1.030
34 H -0.72 2.21 2.62  N31 1.065
35 H 0.12 2.58 4.09  N31 0.999
36 C -0.75 -2.79 -2.47  O37 1.351, N38 1.281, N39 1.311
37 O -1.40 -1.66 -2.81  C36 1.351
38 N -0.42 -3.66 -3.35  C36 1.281, H40 1.030, H41 1.047
39 N -0.45 -3.27 -1.28  C36 1.311, H42 1.026, H43 1.075
40 H -0.59 -3.38 -4.32  N38 1.030
41 H -0.04 -4.63 -3.20  N38 1.047
42 H -0.63 -2.58 -0.54  N39 1.026
43 H -0.26 -4.31 -1.06  N39 1.075
44 C 1.90 -2.61 2.78  O45 1.381, N46 1.266, N47 1.311
45 O 3.21 -2.18 2.85  C44 1.381
46 N 1.09 -2.53 3.75  C44 1.266, H48 0.994, H49 0.950
47 N 1.40 -3.32 1.79  C44 1.311, H50 1.051, H51 1.019
48 H 1.49 -2.17 4.58  N46 0.994
49 H 0.16 -2.69 3.67  N46 0.950
50 H 2.16 -3.22 1.07  N47 1.051
51 H 0.49 -2.98 1.48  N47 1.019
52 C -3.48 0.73 -1.07  O53 1.398, N54 1.348, N55 1.311
53 O -2.51 0.70 -0.06  C52 1.398
54 N -3.50 -0.03 -2.18  C52 1.348, H56 1.055, H57 1.028
55 N -4.54 1.50 -1.05  C52 1.311, H58 1.017, H59 1.009
56 H -2.80 -0.81 -2.33  N54 1.055
57 H -4.19 0.10 -2.92  N54 1.028
58 H -4.62 1.87 -0.11  N55 1.017
59 H -5.44 1.32 -1.48  N55 1.009
60 C -1.83 4.03 0.30  O61 1.403, H62 1.077, H63 1.117, H64 1.090
61 O -1.54 2.89 1.06  C60 1.403, H65 0.975
62 H -1.28 4.06 -0.62  C60 1.077
63 H -1.62 4.87 1.01  C60 1.117
64 H -2.89 4.01 0.03  C60 1.090
65 H -1.88 2.11 0.58  O61 0.975
66 C 2.69 3.03 3.62  O67 1.367, H68 1.127, H69 1.102, H70 1.076
67 O 2.46 1.85 2.97  C66 1.367, H71 0.958
68 H 1.79 3.71 3.62  C66 1.127
69 H 3.44 3.51 2.97  C66 1.102
70 H 3.07 2.86 4.61  C66 1.076
71 H 1.52 1.70 3.10  O67 0.958
72 C 3.01 -3.49 -1.93  O73 1.422, H74 1.070, H75 1.087, H76 1.149
73 O 2.29 -2.95 -0.83  C72 1.422, H77 0.943
74 H 3.73 -4.20 -1.60  C72 1.070
75 H 3.52 -2.77 -2.57  C72 1.087
76 H 2.33 -4.03 -2.68  C72 1.149
77 H 1.37 -2.94 -1.04  O73 0.943
78 C 0.25 -0.55 0.50  O79 1.379, H80 1.100, H81 1.064, H82 1.117
79 O -0.56 -1.52 1.04  C78 1.379, H83 0.977
80 H -0.27 -0.17 -0.39  C78 1.100
81 H 1.11 -1.05 0.12  C78 1.064
82 H 0.61 0.27 1.18  C78 1.117
83 H -0.95 -1.11 1.84  O79 0.977
84 C 3.92 0.07 0.57  O85 1.374, H86 1.073, H87 1.062, H88 1.118
85 O 4.44 1.32 0.77  C84 1.374, H89 0.950
86 H 4.64 -0.72 0.52  C84 1.073
87 H 3.60 0.09 -0.45  C84 1.062
88 H 3.01 -0.01 1.22  C84 1.118
89 H 5.05 1.30 1.50  O85 0.950
90 C 1.57 2.64 -0.40  O91 1.430, H92 1.066, H93 1.051, H94 1.162
91 O 2.89 2.85 -0.91  C90 1.430, H95 0.980
92 H 0.84 3.28 -0.82  C90 1.066
93 H 1.50 2.72 0.65  C90 1.051
94 H 1.33 1.53 -0.66  C90 1.162
95 H 3.42 2.22 -0.37  O91 0.980

Atomic partial charges in e from the Löwdin method, atoms 1 to 4: number 1, C, carries -0.08; number 2, C, carries -0.36; number 3, O, carries -0.08; number 4, H, carries 0.08